The following is a DFT calculation (ωB97M-V/def2-TZVPD) of 13 unconnected molecules or ions with the total composition C28H87N21O13.

Positions of all 149 atoms, in Å:
C  -2.4190  -1.4553  3.3680
O  -1.8960  -0.6865  2.6361
N  -3.5045  -2.1244  3.1324
N  -1.9293  -1.6820  4.5879
H  -3.5929  -2.8519  3.8273
H  -3.8769  -2.1317  2.1936
H  -2.4807  -2.2830  5.1835
H  -0.9995  -1.3383  4.7816
C  -5.1876  -0.0116  0.8777
O  -5.5555  -1.0885  1.2257
N  -4.1603  0.6102  1.2743
N  -5.9416  0.8181  0.1716
H  -3.3804  0.1440  1.7154
H  -4.0628  1.5658  0.9621
H  -6.8602  0.4575  -0.0434
H  -5.5503  1.6563  -0.2339
C  2.2081  -2.3446  4.5709
O  1.4804  -2.0006  5.5195
N  2.8813  -1.5288  3.7276
N  2.4993  -3.5864  4.3599
H  2.8085  -0.5473  3.9543
H  3.5370  -1.8618  3.0353
H  2.2282  -4.2766  5.0456
H  3.2160  -3.9021  3.7221
C  3.7370  1.5345  5.0224
O  4.9285  1.4267  4.8883
N  3.0529  1.4448  6.1305
N  3.0060  1.9075  4.0873
H  3.4891  1.0174  6.9350
H  2.0594  1.5230  6.2950
H  3.3819  1.8780  3.1504
H  2.0297  2.1268  4.2245
C  0.9578  0.3360  -0.0383
O  1.4384  0.1077  -1.0825
N  -0.2910  0.0372  0.0776
N  1.5813  0.5146  1.0895
H  -0.6847  -0.4467  -0.7167
H  -0.6359  -0.1141  1.0147
H  0.9785  0.5371  1.8996
H  2.5482  0.8064  1.0923
C  -2.8477  -1.3091  -2.4658
O  -1.9362  -1.4591  -1.6645
N  -3.6365  -0.2617  -2.5541
N  -3.0715  -2.2839  -3.3565
H  -3.5200  0.5167  -1.9211
H  -4.3187  -0.1972  -3.2960
H  -3.8041  -2.1274  -4.0339
H  -2.4352  -3.0590  -3.2366
C  1.7192  4.7145  0.5029
O  1.3505  5.8211  0.1495
N  2.2376  3.9297  -0.3448
N  1.6366  4.3194  1.7274
H  2.5636  3.0349  -0.0084
H  2.0243  4.1064  -1.3160
H  1.8069  3.3329  1.8611
H  1.2312  4.8963  2.4505
C  5.0681  1.0194  1.2307
O  4.0020  1.5609  1.2930
N  5.7956  0.7439  2.2243
N  5.4343  0.6028  0.0619
H  6.5498  0.0734  2.1833
H  5.6381  1.1354  3.1420
H  4.8367  0.5610  -0.7512
H  6.2065  -0.0482  0.0521
C  1.3431  -4.0405  1.1511
C  0.3327  -3.6765  0.0634
C  -0.0861  -4.9156  -0.8432
O  -1.0118  -4.5957  -1.8345
C  -1.6523  -5.6709  -2.5804
N  -0.8510  -3.1261  0.6770
H  0.9352  -4.8905  1.6981
H  1.2945  -3.1945  1.8367
H  2.3217  -4.2676  0.7283
H  0.7662  -2.8839  -0.5466
H  -0.6511  -5.5501  -0.1603
H  0.7423  -5.4530  -1.3047
H  -1.9772  -6.5361  -2.0025
H  -1.1645  -6.2067  -3.3947
H  -2.5510  -5.1814  -2.9556
H  -1.3301  -2.5649  -0.0127
H  -0.6062  -2.4294  1.3660
C  -5.5296  3.6720  -3.2161
C  -4.6531  4.7960  -2.5705
C  -3.1566  4.6600  -2.8444
O  -2.5974  3.7382  -1.7871
C  -1.3964  3.1266  -2.0493
N  -5.0439  6.0241  -3.1997
H  -4.9532  2.7886  -2.9416
H  -5.5566  3.6288  -4.3049
H  -6.5179  3.4544  -2.8110
H  -4.8785  4.7885  -1.5041
H  -2.6403  5.5852  -2.5884
H  -2.9257  4.5215  -3.9006
H  -0.6152  3.8848  -2.1032
H  -1.4194  2.7675  -3.0782
H  -1.2121  2.2125  -1.4849
H  -4.5140  6.7872  -2.8033
H  -4.6471  6.0535  -4.1280
C  1.6202  -4.6351  -4.5313
C  1.3006  -3.1054  -4.5988
C  -0.1618  -2.8740  -4.9609
O  -0.3066  -3.1606  -6.4036
C  -1.6513  -3.4207  -6.8079
N  1.6466  -2.5082  -3.2458
H  2.6302  -4.8007  -4.1563
H  1.5029  -4.9974  -5.5526
H  0.9067  -5.1623  -3.8979
H  2.1358  -2.7289  -5.1893
H  -0.3039  -1.7997  -4.8439
H  -0.9599  -3.3824  -4.4199
H  -2.2737  -2.5678  -6.5373
H  -2.1417  -4.3246  -6.4466
H  -1.7199  -3.4799  -7.8941
H  1.4282  -1.5262  -3.3359
H  1.0850  -2.8228  -2.4675
C  -1.3923  3.3220  5.1796
C  -0.2129  2.3918  5.0700
C  -0.3386  1.1224  6.0049
O  0.1496  1.3701  7.2925
C  -0.0869  0.2754  8.2159
N  -0.2313  1.9812  3.6646
H  -1.5335  3.6442  6.2113
H  -2.3054  2.7865  4.9198
H  -1.2178  4.2378  4.6148
H  0.6749  2.9933  5.2647
H  0.2322  0.3635  5.4696
H  -1.3872  0.8353  6.0837
H  0.5060  -0.6065  7.9736
H  -1.1072  -0.0808  8.0740
H  0.1878  0.4508  9.2560
H  -0.6343  2.7697  3.1788
H  -1.0616  1.4078  3.6213
C  4.9492  1.7555  -3.6508
C  3.5416  1.1715  -3.4265
C  2.6655  0.7966  -4.7029
O  1.4020  0.2116  -4.3578
C  0.3049  1.0536  -4.0725
N  3.7146  -0.0732  -2.6800
H  4.9194  2.6893  -4.2122
H  5.7359  1.1894  -4.1497
H  5.2637  2.0129  -2.6394
H  3.0821  1.8681  -2.7253
H  3.2514  0.0944  -5.2960
H  2.4127  1.6794  -5.2902
H  -0.5190  0.3766  -3.8468
H  -0.0070  1.4443  -5.0411
H  0.6438  1.8104  -3.3651
H  3.6251  -0.8441  -3.3264
H  2.8681  -0.3204  -2.1876

Atoms 1-3, force components in eV/Å:
C 0.04 -1.13 2.53
O 2.24 3.44 -3.68
N -1.79 -1.52 -0.25

Summary:
- Gap between HOMO and LUMO (alpha / beta): 9.0 / 3.1 eV
- Spin multiplicity: 2
- Charge: +1

The following is a DFT calculation (ωB97M-V/def2-TZVPD) of 13 unconnected molecules or ions with the total composition C28H89N7O13.

Positions of all 137 atoms, in Å:
C  6.0003  -2.1068  -3.2699
C  4.5139  -1.8866  -3.4827
C  3.9589  -1.0787  -2.2506
O  4.0848  -1.6905  -0.9717
C  3.5491  -2.9779  -0.8597
N  4.1376  -1.0789  -4.6241
H  6.5809  -1.1613  -3.2508
H  6.5679  -2.8281  -3.8874
H  6.0985  -2.5319  -2.2269
H  3.9778  -2.8804  -3.4878
H  2.8937  -0.9330  -2.5311
H  4.5550  -0.1804  -2.2246
H  2.4840  -3.0863  -1.1740
H  3.5862  -3.3940  0.1307
H  4.0937  -3.7464  -1.4855
H  3.2596  -1.4418  -4.9734
H  4.8131  -1.2222  -5.3816
C  -2.3763  0.1133  4.3859
C  -1.1138  0.6731  3.8049
C  -0.8182  2.0721  4.4506
O  -1.7607  2.9022  3.8821
C  -2.0963  4.0831  4.5864
N  0.0021  -0.2952  4.1327
H  -2.3927  -0.0068  5.5092
H  -2.6170  -0.8130  3.8541
H  -3.2880  0.8053  4.1527
H  -1.1184  0.8401  2.7152
H  0.2357  2.3236  4.2029
H  -0.9411  2.1166  5.5708
H  -1.3044  4.8354  4.4820
H  -2.4734  3.8765  5.5851
H  -2.9806  4.4056  3.9835
H  -0.1453  -1.0879  3.5641
H  -0.1655  -0.5846  5.1172
C  -3.0005  -3.4122  2.3754
C  -2.1359  -4.3131  1.4869
C  -1.0042  -4.9741  2.3353
O  0.0413  -4.0334  2.5617
C  1.2765  -4.3374  2.0079
N  -2.9516  -5.3133  0.9098
H  -3.4670  -2.5386  1.9062
H  -2.3187  -2.8077  3.0044
H  -3.7421  -3.9924  2.9494
H  -1.6418  -3.6405  0.7204
H  -0.7384  -5.8771  1.7957
H  -1.3723  -5.3008  3.3303
H  1.8954  -3.4713  2.2225
H  1.2186  -4.4705  0.9169
H  1.7302  -5.1907  2.5047
H  -3.8489  -4.9156  0.7095
H  -2.5366  -5.8967  0.1752
C  2.0835  8.0896  4.1595
C  1.4056  6.8987  4.8222
C  1.9242  5.5798  4.2289
O  1.4110  5.4201  2.9791
C  2.2575  4.6104  2.0884
N  1.5749  6.9730  6.2774
H  2.0845  8.0070  3.1225
H  3.0976  8.2277  4.5023
H  1.6508  9.0573  4.4659
H  0.2868  6.9585  4.6276
H  1.5121  4.7360  4.8440
H  3.0406  5.4581  4.2617
H  2.5899  3.6871  2.5634
H  3.1634  5.1313  1.8462
H  1.7566  4.3652  1.1398
H  2.5566  6.7133  6.4092
H  0.9311  6.4221  6.8941
C  -0.1830  -1.2303  0.5547
C  -0.3863  -0.3348  -0.6722
C  -0.3969  1.1166  -0.3398
O  -1.5512  1.4427  0.3644
C  -1.5071  2.8407  0.7175
N  0.7610  -0.5116  -1.5930
H  0.2888  -2.1434  0.2573
H  -1.1860  -1.5064  0.9772
H  0.3792  -0.7295  1.3439
H  -1.2273  -0.6672  -1.2590
H  -0.2767  1.6440  -1.2699
H  0.4938  1.2775  0.3007
H  -2.3110  3.0691  1.4499
H  -1.5490  3.3938  -0.2117
H  -0.5561  3.1094  1.1489
H  0.6455  0.0953  -2.3697
H  1.5779  -0.2452  -1.0719
C  -4.1463  -4.3836  -2.5960
C  -3.1410  -3.3638  -2.0203
C  -1.7168  -3.6541  -2.3897
O  -1.3930  -4.9825  -2.0460
C  -0.0381  -5.3491  -2.1345
N  -3.5113  -1.9748  -2.3299
H  -4.2711  -4.4338  -3.6816
H  -5.1697  -4.1338  -2.2419
H  -3.9644  -5.4186  -2.2341
H  -3.1877  -3.4502  -0.9542
H  -1.0608  -2.9651  -1.8607
H  -1.4996  -3.4353  -3.4453
H  0.0027  -6.4255  -1.8513
H  0.7000  -4.6537  -1.5774
H  0.2467  -5.3560  -3.1920
H  -3.6887  -1.3801  -1.5179
H  -4.3948  -2.0000  -2.9210
C  -2.8375  0.7833  -5.8696
C  -1.7726  0.6361  -4.8409
C  -2.2954  1.2735  -3.5208
O  -2.7329  2.5840  -3.6424
C  -1.6838  3.5235  -3.6762
N  -1.5363  -0.7688  -4.5959
H  -2.6534  0.1718  -6.7462
H  -2.9249  1.8141  -6.2006
H  -3.7928  0.5242  -5.4288
H  -0.8671  1.0981  -5.2100
H  -1.5934  1.2093  -2.6664
H  -3.1372  0.7464  -3.2030
H  -0.9577  3.1517  -2.9383
H  -2.1236  4.5184  -3.4892
H  -1.2426  3.5826  -4.6463
H  -1.7145  -1.3288  -5.4367
H  -2.1536  -1.1137  -3.8694
O  2.6064  2.7292  -1.0936
H  2.3135  2.4064  -1.9586
H  2.7360  1.8890  -0.5940
O  2.9911  0.6547  0.5263
H  3.6131  -0.0534  0.2803
H  2.9815  0.8319  1.4997
O  -3.8977  0.2846  0.5287
H  -4.3107  0.6152  1.3265
H  -3.0426  0.6912  0.4042
O  1.0966  -2.3159  -4.3176
H  0.4787  -1.5972  -4.3449
H  1.1683  -2.4707  -3.3736
O  2.0124  1.2531  -3.9443
H  2.2558  2.0730  -4.3728
H  2.8307  0.7717  -4.0703
O  2.4204  0.8089  3.3142
H  1.5451  0.5142  3.6829
H  2.9077  1.3639  3.9817

Atoms 1-3, force components in eV/Å:
C 0.95 -0.41 1.34
C -0.37 -0.83 1.51
C -0.35 -1.39 -1.30

Summary:
- Gap between HOMO and LUMO: 9.4 eV

The following is a DFT calculation (ωB97M-V/def2-TZVPD) of 24 unconnected molecules or ions with the total composition C28H91NO28.

Positions of all 148 atoms, in Å:
C  3.0627  4.1035  -0.4182
C  3.0861  3.9136  -2.0389
C  1.6313  3.6310  -2.6588
C  1.6539  2.5786  -3.9064
C  0.1613  1.9932  -4.0789
C  -0.0213  0.4691  -3.6114
C  0.6267  0.1557  -2.1547
C  -0.3220  -0.7174  -1.1922
C  -0.6493  -0.0641  0.2335
C  -1.1803  1.4675  0.0862
C  -2.6711  1.5135  -0.5953
C  -2.9135  2.9017  -1.4112
C  -3.5159  2.6673  -2.8849
N  -4.6261  1.6585  -2.9488
C  -5.8388  2.1845  -3.5847
C  -6.6583  3.3595  -2.8742
O  -6.2545  1.6884  -4.6679
O  -1.9260  -0.7443  0.5775
C  -2.1334  -0.5663  1.9955
O  -3.3141  -0.5555  2.4526
C  -0.7390  -0.3484  2.8182
C  -0.7910  1.1068  3.5680
C  -0.4502  -1.3325  4.0503
C  -1.6020  -1.2822  5.1948
C  0.2291  -0.4506  1.5143
O  0.3094  -1.9213  1.3719
C  1.7385  0.0700  1.6472
O  2.2538  0.7574  0.4766
C  3.2597  0.0147  -0.1987
C  3.2105  -1.5101  -0.5018
C  4.3304  -2.2735  -1.2928
C  5.5570  -1.4942  -1.8233
C  5.6270  0.0450  -1.5197
C  4.5003  0.7972  -0.7221
H  2.0370  4.4876  -0.0649
H  3.2466  3.1177  0.1404
H  3.8586  4.8671  -0.0736
H  3.8552  3.1005  -2.3167
H  3.4905  4.9059  -2.4522
H  1.1953  4.6203  -3.0263
H  0.9682  3.2569  -1.7975
H  1.9468  3.1863  -4.8418
H  2.4375  1.7553  -3.6797
H  -0.0740  2.0368  -5.2124
H  -0.5581  2.6535  -3.4824
H  0.5374  -0.1753  -4.3938
H  -1.1168  0.1216  -3.6726
H  1.0291  1.1202  -1.7006
H  1.5556  -0.4983  -2.3792
H  0.1106  -1.7710  -1.1543
H  -1.3384  -0.8137  -1.7373
H  -0.5203  2.1149  -0.5827
H  -1.2871  2.0085  1.0860
H  -3.4016  1.5131  0.2848
H  -2.8411  0.6748  -1.3466
H  -1.9537  3.5216  -1.5146
H  -3.7126  3.5046  -0.8358
H  -2.7014  2.3041  -3.6216
H  -3.8956  3.6673  -3.2851
H  -4.2925  0.8885  -3.5628
H  -6.6686  3.1124  -1.7465
H  -6.1091  4.3335  -3.0788
H  -7.7283  3.3201  -3.2622
H  -0.3195  1.0777  4.6063
H  -0.2708  1.9311  2.9664
H  -1.9205  1.3437  3.6613
H  0.5326  -0.9643  4.5383
H  -0.3082  -2.4367  3.7675
H  -2.5251  -0.7010  4.8605
H  -1.8374  -2.3581  5.5258
H  -1.1532  -0.7443  6.1018
H  1.0071  -2.2786  1.9623
H  1.7435  0.8488  2.5055
H  2.4859  -0.7432  1.9904
H  2.3250  -2.1422  -0.1634
H  4.2313  -3.3882  -1.5138
H  6.3728  -2.0308  -2.4293
H  6.5025  0.6743  -1.9132
H  4.6502  1.9273  -0.5932
O  0.3232  -5.1483  0.3067
H  -0.5944  -5.2274  0.0016
H  0.3688  -4.2572  0.6773
O  -3.9266  3.7128  1.3304
H  -4.3643  3.1012  1.9378
H  -4.1656  4.5857  1.6668
O  -5.7818  6.0574  -1.6269
H  -5.5440  6.5517  -2.4217
H  -6.1708  6.7232  -1.0461
O  -1.4946  -4.4993  -1.6792
H  -1.4946  -4.9806  -2.5158
H  -2.3020  -3.9700  -1.7139
O  -2.8934  3.5023  5.0167
H  -3.2762  2.7354  5.4633
H  -1.9622  3.2683  4.9079
O  6.2530  3.2925  -2.9967
H  7.1524  3.6417  -3.0237
H  6.3163  2.4505  -3.4632
O  -4.7959  5.8822  5.7214
H  -4.2230  5.1025  5.7189
H  -5.4389  5.6988  6.4184
O  -1.1105  -7.2942  1.7953
H  -0.4772  -6.7700  1.2851
H  -0.9448  -7.0350  2.7100
O  5.8950  -1.2078  1.6507
H  5.1909  -0.8856  1.0693
H  6.6609  -0.6759  1.4050
O  8.9642  2.5124  -1.9467
H  9.5002  3.1420  -1.4484
H  9.3575  1.6558  -1.7397
O  -0.4529  5.1067  -0.1627
H  -0.9870  4.4338  0.2801
H  -1.1021  5.7000  -0.5600
O  0.7301  -3.9285  4.6661
H  0.3478  -4.7005  5.1005
H  1.6629  -4.1631  4.5512
O  3.8247  0.7462  -4.8192
H  4.4129  0.6154  -4.0627
H  4.2218  0.2100  -5.5173
O  2.3332  -5.4877  3.1471
H  3.0917  -6.0797  3.0447
H  1.8294  -5.6089  2.3312
O  1.3175  -7.5524  -1.4171
H  1.5590  -7.0617  -2.2140
H  0.9143  -6.8870  -0.8452
O  0.7242  -9.8552  0.6381
H  0.9663  -9.3651  -0.1594
H  0.3175  -9.1886  1.2078
O  -6.3834  3.6409  4.2217
H  -6.4873  3.0238  4.9560
H  -6.0591  4.4523  4.6392
O  3.3401  -6.3458  -3.8135
H  4.2305  -5.9750  -3.8355
H  3.4278  -7.1913  -4.2710
O  -1.3007  -2.0550  -4.3594
H  -0.5491  -2.6520  -4.4569
H  -1.8072  -2.1805  -5.1757
O  -2.1538  -2.0452  -7.1459
H  -2.1670  -2.5259  -7.9825
H  -2.9527  -1.5027  -7.1751
O  3.9495  -7.6277  4.5810
H  4.5205  -8.4056  4.5616
H  3.3091  -7.8247  5.2753
O  -1.6051  4.6102  7.5713
H  -0.8468  4.0203  7.4824
H  -2.1072  4.4731  6.7556
O  -4.7165  -2.8047  5.4166
H  -4.4743  -2.3051  4.6251
H  -5.1162  -2.1450  5.9958

Atoms 1-3, force components in eV/Å:
C -0.15 0.08 -0.07
C 0.22 0.62 0.60
C 0.71 -0.36 -0.01

Summary:
- Gap between HOMO and LUMO: 8.7 eV

The following is a DFT calculation (ωB97M-V/def2-TZVPD) of a molecular structure, C28H9AuCl2F15GeN2OS.

Positions of all 60 atoms, in Å:
Au  0.1696  0.1367  -2.2566
O  -1.7564  0.2856  -2.5906
C  -2.3621  1.4692  -2.3709
C  -3.5860  1.4352  -1.7029
C  -4.3180  2.5938  -1.5422
C  -3.8300  3.8108  -2.0134
C  -2.6118  3.8536  -2.6587
C  -1.8672  2.6877  -2.8562
C  -0.5862  2.7304  -3.5418
N  0.4087  1.8569  -3.4157
C  1.4457  2.2667  -4.2293
C  1.0764  3.4129  -4.8452
N  -0.1969  3.6885  -4.4013
H  -3.9399  0.4804  -1.3378
H  -5.2706  2.5565  -1.0309
H  -4.3931  4.7205  -1.8610
H  -2.2211  4.8093  -2.9868
H  2.3687  1.7213  -4.3050
H  1.5936  4.0442  -5.5443
H  -0.7797  4.4466  -4.7159
F  -0.7853  -1.1457  4.0380
C  -1.1642  -0.0700  3.3400
C  -0.7897  0.0698  2.0121
C  -1.1706  1.2444  1.3906
F  -0.7463  1.5031  0.1388
C  -1.9250  2.2172  2.0126
F  -2.2623  3.3329  1.3704
C  -2.3100  2.0275  3.3305
F  -3.0295  2.9494  3.9477
C  -1.9210  0.8817  4.0034
F  -2.2676  0.7078  5.2712
Ge  0.2457  -1.3244  1.1071
S  -0.3259  -1.7360  -1.0108
C  -0.1505  -3.0250  1.9777
C  0.7020  -3.6391  2.8811
F  1.8692  -3.0661  3.2021
C  0.3842  -4.8299  3.5056
F  1.2268  -5.3921  4.3633
C  -0.8354  -5.4319  3.2374
F  -1.1546  -6.5698  3.8298
C  -1.7240  -4.8345  2.3592
F  -2.9009  -5.3980  2.1155
C  -1.3691  -3.6443  1.7513
F  -2.2642  -3.0712  0.9350
C  2.1494  -0.8821  1.2042
C  2.6368  0.3732  1.5253
F  1.7984  1.3839  1.7887
C  3.9934  0.6550  1.5658
F  4.4235  1.8720  1.8749
C  4.9024  -0.3461  1.2688
F  6.1998  -0.0930  1.2938
C  4.4492  -1.6122  0.9256
F  5.3186  -2.5660  0.6082
C  3.0903  -1.8511  0.8951
F  2.6788  -3.0663  0.5005
Cl  1.7395  -2.1483  -4.1667
C  2.8351  -1.8595  -2.8516
Cl  2.5552  -0.2310  -2.0623
H  3.8549  -1.8041  -3.2146
H  2.6990  -2.5868  -2.0586

Atoms 1-3, force components in eV/Å:
Au -0.01 0.00 -0.01
O -0.01 -0.07 -0.04
C 0.05 0.03 0.04

Summary:
- Gap between HOMO and LUMO: 6.5 eV
- Charge: +1

- Number 2 is which compound?
  C28H89N7O13